44
Properties=species:S:1:pos:R:3:forces:R:3 method="wB97M-V/def2-TZVPD" total_energy_ev=-59021.756
N -1.807267 -0.475179 -2.402541 0.115 0.555 -0.164
C -2.456823 0.839862 -2.544221 -0.940 -0.609 -1.166
N -1.588506 1.785978 -3.260340 -0.265 0.113 0.770
N -3.675007 0.621660 -3.410818 -0.050 0.211 0.942
C -3.042116 1.423655 -1.173267 1.421 0.139 -0.334
C -2.042971 2.331232 -0.391221 0.716 2.491 1.519
C -2.447662 3.654744 0.131305 2.019 -2.611 -0.544
P -4.148029 4.391981 -0.127807 0.278 1.643 0.294
O -4.166575 4.740310 -1.800811 0.476 -0.979 1.319
Cl -5.646825 2.961676 0.321414 0.823 0.087 -0.731
C -1.483569 4.527192 0.936384 1.289 -1.430 -0.247
C -0.119383 4.174090 1.235285 -2.415 -0.980 -1.294
C 0.361022 2.832800 0.736302 -0.752 0.886 -0.065
N 1.636318 2.328635 0.932611 -3.570 -1.005 -1.569
S 1.545079 0.830481 0.191253 -0.979 0.844 -0.086
N -0.002243 0.756786 -0.421962 0.776 2.540 1.716
C -0.609963 1.947412 -0.064600 0.781 -0.112 0.392
H -0.811680 -0.451979 -2.613689 -0.362 0.064 0.552
H -2.004396 -0.922258 -1.509759 0.455 0.304 -0.302
H -2.161595 2.608687 -3.476048 0.344 -0.383 -0.019
H -1.246867 1.398422 -4.143127 -0.299 -0.014 0.389
H -3.407886 0.586882 -4.394892 0.047 -0.325 0.443
H -4.064479 -0.282351 -3.123828 0.066 0.400 -0.528
H -3.272967 0.521709 -0.535640 -0.141 1.041 -0.550
H -3.956837 2.003344 -1.459936 0.901 -0.717 0.541
H -3.239544 4.975557 -2.006203 -0.476 -0.248 -0.123
H -1.860626 5.503525 1.331219 0.255 -1.023 -0.494
H 0.510381 4.879932 1.826118 -0.488 -0.919 -0.645
C 1.986904 -2.465423 2.251728 -0.015 0.062 -0.136
O 3.125789 -2.440859 1.404763 -0.083 -0.121 0.299
C 4.334202 -2.682179 2.119659 0.085 -0.002 -0.550
C 4.833216 -4.100369 1.897650 -0.016 0.011 0.536
O 3.967546 -5.054222 2.504440 -0.105 0.085 -0.309
C 3.134839 -5.708607 1.559868 0.017 -0.053 0.142
H 1.094609 -2.446639 1.624438 0.097 0.038 -0.047
H 1.961398 -3.368256 2.867026 0.029 0.031 0.026
H 1.981216 -1.578820 2.894085 -0.064 -0.045 0.097
H 4.206022 -2.476007 3.186812 -0.022 -0.095 -0.018
H 5.079740 -1.982519 1.728402 0.035 -0.018 0.043
H 5.810767 -4.207789 2.378253 0.021 0.040 -0.038
H 4.958105 -4.307703 0.830017 -0.076 0.066 0.016
H 3.730598 -6.390767 0.944921 -0.065 0.009 -0.095
H 2.612781 -4.993673 0.919042 0.041 -0.003 -0.031
H 2.393284 -6.290952 2.107717 0.099 0.031 0.051